No. 1
Formula: C23H32Cl5GaGeN2O5
Source: the OMol25 dataset
Level of theory: the ωB97M-V functional and the def2-TZVPD basis

For the HOMO energy (alpha / beta), the calculation gives -0.377 / -0.430 Eh. As for the relative energy (zero: lowest compared OMol25 entry of this formula, charge and spin): 0.0 kcal/mol. The calculation puts the HOMO-LUMO gap (alpha / beta) at 7.47 / 7.55 eV. Its spin multiplicity is 2. The LUMO energy (alpha / beta) comes out at -2.8 / -4.1 eV. Its total charge is +1. The expectation value of S² is 0.80. The value obtained for the energy is -209088.765 eV.

Positions of all 69 atoms, in Å:
C -3.2388 -0.7465 0.1628
H -5.2493 -0.9806 -0.3067
C 0.4935 -0.1309 2.5244
C 1.5297 -3.0964 0.6853
Cl 3.0653 -0.2094 -0.3088
H -0.9933 2.4601 -1.9284
C 0.7316 -0.5749 3.8557
H -4.2399 0.2427 2.0038
Cl 3.4348 5.1500 -0.5524
H -3.7444 1.2990 0.6989
C 2.9970 2.4963 -0.4725
C 0.9721 1.3795 0.5351
H -2.2875 -2.0812 1.6009
H 2.3830 -2.4574 -1.7004
Ge -1.4598 -1.6063 -1.9278
H -1.7337 -0.1981 -4.4869
C 1.6361 -3.2999 -1.7953
H -0.8911 -4.3204 0.5221
H 2.0532 -4.0417 0.9719
C 1.0889 1.5010 -3.4006
C -1.3286 1.9316 -2.8962
H -3.9567 -2.4052 1.2021
H -1.3199 2.6794 -3.6599
H 1.1388 -3.1366 -2.6990
O -2.0563 -0.3538 -0.5941
C 1.4306 0.2524 4.6573
H 1.5705 0.0845 5.7199
H -0.6840 0.8241 -5.3965
H -2.3087 1.5350 -2.7418
N 1.0678 1.0016 2.0427
Cl 4.5646 2.3247 -1.1598
C 2.3129 1.3448 -0.1247
O -0.1143 -2.0585 -0.6685
C 2.4379 3.7708 -0.3405
H -1.0330 -4.3916 -1.2896
H 2.3030 -2.3775 0.5841
H 0.0002 -0.5303 -4.7132
N 1.8901 1.4557 4.1885
O -0.2144 -0.1084 -2.2123
C -4.3493 -0.7834 -0.8275
C 0.7386 -3.2601 -0.5527
H 2.0716 -4.2445 -1.9213
H 1.1989 2.3918 -4.1122
O -0.2339 -0.7874 1.7437
C -0.2947 -4.4007 -0.4073
Ga -0.1372 -0.1855 -0.2441
C 2.5452 2.4363 5.0866
H 0.9065 -2.9075 1.5429
Cl -1.2641 2.9416 0.8745
C -0.7576 0.1966 -4.5270
C 1.0688 3.8772 0.0503
H -2.5346 0.5152 1.6567
H -4.4370 0.1657 -1.3999
C -0.2943 0.9273 -3.2472
H -4.2026 -1.5574 -1.5518
H 1.4798 1.8790 -2.4574
C -3.5190 0.3696 1.1773
H 1.8663 0.7472 -3.7454
C -3.0048 -2.1027 0.8150
C 0.3755 2.7651 0.3850
H -2.7777 -2.8348 0.0053
H 3.6323 2.5057 4.9115
H 0.3011 -5.2760 -0.3769
Cl 0.3153 5.4288 0.1347
H 2.4241 2.0782 6.0605
H 0.3897 -1.5791 4.0715
O 2.3997 2.7869 2.3848
H 2.0413 3.4310 5.0474
C 1.8043 1.8482 2.8436

Atom charges from the Löwdin analysis, given in e for atoms 1 to 8: number 1, C, carries -0.645; number 2, H, carries 0.091; number 3, C, carries -0.369; number 4, C, carries -0.049; number 5, Cl, carries 0.814; number 6, H, carries 0.096; number 7, C, carries 0.049; number 8, H, carries 0.110

=====

No. 2
Formula: C23H32IIrNO2S2Si2
Source: the OMol25 dataset
Level of theory: the ωB97M-V functional and the def2-TZVPD basis

For the HOMO energy (alpha / beta), the calculation gives -0.273 / -0.301 Eh. As for the relative energy (zero: lowest compared OMol25 entry of this formula, charge and spin): 25.8 kcal/mol. The calculation puts the HOMO-LUMO gap (alpha / beta) at 6.63 / 6.48 eV. Its spin multiplicity is 2. The LUMO energy (alpha / beta) comes out at -0.8 / -1.7 eV. The expectation value of S² is 0.76. The value obtained for the energy is -78323.424 eV.

Positions of all 64 atoms, in Å:
Si 2.2218 -2.0442 -0.1433
C -1.7991 -0.7978 -1.5327
C -4.7958 2.2294 -1.8915
H 3.3024 -0.1005 -1.3227
H 4.0755 0.8635 4.4527
H -5.1963 1.3760 -3.8226
C 1.1767 -2.6637 -1.5592
H -2.4896 1.1053 0.3011
H 2.7456 2.9508 0.9443
C -1.0288 -0.5930 3.1433
H -4.2102 2.8689 0.0743
H 3.8235 -3.9501 0.0987
C -0.3244 2.2305 -2.5736
H 1.1746 -1.9531 -2.3890
H -0.9356 -3.3917 0.3102
S -0.0957 2.5921 0.0174
C -3.6330 0.3371 -2.7829
H -1.5941 -3.8780 1.8756
C 2.8083 -0.2163 3.1161
H 1.5909 -3.6074 -1.9213
H -2.2465 -2.4716 1.0171
C -4.0452 2.1613 -0.7269
C 3.5142 0.8951 3.5274
O -1.0171 -0.7380 -0.4748
H 2.8112 -1.1328 3.6842
S 0.6179 0.8470 -2.2249
C -2.8577 0.2669 -1.6299
C -0.6283 3.0688 -1.5334
C 2.7970 2.0852 1.5901
H -0.4028 -0.1502 3.9220
H 4.0752 2.9307 3.0734
H -0.9095 4.9862 -2.4605
C 1.2533 -1.1167 1.1825
H -0.1173 -3.4950 4.1206
H -1.3424 0.2054 2.4688
C -3.0779 1.1753 -0.6027
H -2.4016 4.1554 -2.0152
H -0.5394 1.6187 -4.6193
H -1.8124 2.6934 -4.0330
H -0.2130 3.3444 -4.4063
C 3.5198 2.0585 2.7616
H 0.1310 -2.8171 -1.2941
O -1.7127 -1.6674 -2.3725
H -1.9243 -0.9935 3.6238
H 1.4288 -2.6626 4.0873
H 3.4877 -3.2023 1.6634
C -1.3342 -3.0187 1.2533
Si -0.1234 -1.9401 2.1948
H 1.1047 -3.9639 2.9439
N 2.1213 1.0039 1.1943
C -1.3736 4.3561 -1.6995
I -6.2480 3.7123 -2.0888
H -3.4558 -0.3845 -3.5693
C 0.6609 -3.1082 3.4564
Ir 0.5809 0.4532 -0.0459
C 2.1048 -0.1484 1.9129
C 3.6360 -0.9932 -0.7888
C -0.7419 2.4840 -3.9899
H 4.2252 -1.5989 -1.4815
H 4.3005 -0.6747 0.0185
C -4.6007 1.3181 -2.9218
H -1.4112 4.9119 -0.7640
H 2.3132 -4.3000 0.9348
C 3.0368 -3.5118 0.7171

Atom charges from the Löwdin analysis, given in e for atoms 1 to 8: number 1, Si, carries 0.416; number 2, C, carries -0.611; number 3, C, carries -0.749; number 4, H, carries 0.000; number 5, H, carries 0.114; number 6, H, carries 0.093; number 7, C, carries -0.172; number 8, H, carries 0.081

=====

No. 3
Formula: C23H32N2O4
Source: the OMol25 dataset
Level of theory: the ωB97M-V functional and the def2-TZVPD basis

For the HOMO energy, the calculation gives -0.316 Eh. As for the relative energy (zero: lowest compared OMol25 entry of this formula, charge and spin): 30.5 kcal/mol. The calculation puts the HOMO-LUMO gap at 9.19 eV. The LUMO energy comes out at 0.6 eV. The SMILES is COCCC(=O)N1CCC(Oc2ccc(C(=O)N3C[C@@H]4CCC[C@H]3C4)cc2)CC1. The value obtained for the energy is -35541.519 eV.

Positions of all 61 atoms, in Å:
C 5.6485 4.2934 2.5342
H 5.8908 3.4869 3.2414
O 1.8697 -1.1316 -0.4847
H 0.4190 0.3162 -2.3310
O 6.3696 2.1696 0.9889
H 4.1715 -0.5302 0.4776
H 2.5263 0.1073 -2.0083
C -4.1932 -1.5165 -0.0480
C 2.6282 -0.0182 -0.9200
H -7.2019 -3.9293 -1.2259
H -1.7950 -3.6678 -0.4480
N -4.3333 -2.1521 -1.3459
C -5.7343 -2.4155 -1.6417
H 6.0015 0.7052 -0.6367
H 4.4198 -1.1997 -1.1380
H -7.4983 -1.5900 -0.6423
H -3.8086 -0.4958 -0.1652
C -0.0369 -2.4648 -0.4434
H 4.4471 4.5987 0.7895
C 4.0917 -0.3171 -0.5891
H 0.4938 -3.0753 0.2699
C 0.6112 -1.3396 -0.9591
H -5.6621 -4.5659 -1.8144
H -5.7832 -0.6820 1.1965
O 5.0495 5.3788 3.2077
C -6.1180 -3.8198 -1.1624
C -3.3563 -2.3527 -2.2498
C 5.2628 2.6031 0.7325
N 4.5056 2.0704 -0.2590
H -5.4411 -2.9312 2.1187
H 1.1743 1.5302 -0.4575
H 6.5861 4.6072 2.0533
H -4.5567 -4.1764 0.2642
H 3.7446 3.4906 1.9805
H 5.3227 6.7476 4.6503
H 3.0867 2.5790 -1.6736
H -5.9023 -2.3123 -2.7160
H 2.8434 3.3322 -0.0904
H -6.0840 -4.9366 0.6856
H 6.8133 6.3048 3.7738
H 4.9414 1.0615 -2.0253
C -1.3153 -2.7845 -0.8444
C 3.1440 2.4140 -0.5898
C -5.6249 -1.5076 0.4999
C -0.0491 -0.5533 -1.8967
C -5.6378 -4.0293 0.2744
C -1.3302 -0.8890 -2.3021
H 6.1193 5.1825 4.9702
H -7.0471 -2.8380 1.3981
C 4.6698 3.7848 1.4817
C -1.9812 -1.9917 -1.7738
C 4.9701 0.8810 -0.9448
H -1.8306 -0.2809 -3.0413
C 2.2027 1.2700 -0.2038
O -3.5704 -2.7935 -3.3649
H 2.2539 1.0972 0.8730
C -5.9785 -2.8376 1.1724
C -6.4423 -1.3730 -0.7843
H -6.3376 -0.3759 -1.2140
C 5.8762 5.9257 4.2004
H -3.5050 -2.0630 0.6010

Atom charges from the Löwdin analysis, given in e for atoms 1 to 8: number 1, C, carries -0.239; number 2, H, carries 0.132; number 3, O, carries -0.012; number 4, H, carries 0.105; number 5, O, carries 0.063; number 6, H, carries 0.132; number 7, H, carries 0.152; number 8, C, carries -0.103